No. 1
Below is the molecule CHClF2 in a non-equilibrium geometry, with properties calculated with ωB97M-V/def2-TZVPD.

Results
Structure (SMILES): FC(F)Cl
Spin multiplicity: 1
E in a.u.: -698.6202
Energy relative to the best compared isomer or geometry (same formula, charge and spin) in kJ/mol: 1.0
Highest occupied orbital energy in eV: -11.9722
Strongest force on any atom in eV/A: 2.89
Total charge: 0

Each line ends with the Löwdin charge.
CARTESIAN COORDINATES (ANGSTROEM)
F: 1.2419 0.0417 -0.4905  0.039
C: 0.0329 0.0922 0.0311  -0.926
F: -0.7678 0.7247 -0.7670  0.060
Cl: -0.4773 -1.5286 0.3053  0.721
H: -0.0297 0.6700 0.9211  0.106

=====

No. 2
Below is the molecule CHClF2N2 in a non-equilibrium geometry, with properties calculated with ωB97M-V/def2-TZVPD.

Results
Structure (SMILES): [H]/N=C(\Cl)N(F)F
Spin multiplicity: 1
E in a.u.: -807.9595
Energy relative to the best compared isomer or geometry (same formula, charge and spin) in kJ/mol: 63.8
Highest occupied orbital energy in eV: -10.4524
Strongest force on any atom in eV/A: 3.59
Total charge: 0

Each line ends with the Löwdin charge.
CARTESIAN COORDINATES (ANGSTROEM)
H: -0.6739 0.0030 -0.0496  0.082
N: 0.3318 0.0572 -0.0733  0.132
C: 1.0264 0.3981 0.8455  -0.780
Cl: 0.6264 0.8454 2.4249  0.703
N: 2.7784 0.6773 0.6455  -0.057
F: 2.7561 1.7440 -0.2219  -0.048
F: 3.1561 -0.3626 -0.1199  -0.031

=====

No. 3
Below is a cluster of 2 separate species, CHClF2O in total in a non-equilibrium geometry, with properties calculated with ωB97M-V/def2-TZVPD.

Results
Structure (SMILES): O=C(F)F.Cl
Spin multiplicity: 1
E in a.u.: -773.8774
Energy relative to the best compared isomer or geometry (same formula, charge and spin) in kJ/mol: 14.9
Highest occupied orbital energy in eV: -11.8912
Strongest force on any atom in eV/A: 1.82
Total charge: 0

Each line ends with the Löwdin charge.
CARTESIAN COORDINATES (ANGSTROEM)
O: 0.2029 2.6946 0.0417  0.227
C: 0.1567 1.5505 -0.1842  -0.571
F: -0.7968 0.8052 -0.6618  0.179
F: 1.1722 0.6906 -0.0276  0.121
Cl: 0.0378 -2.3804 0.6010  0.249
H: -0.7728 -3.3605 0.2309  -0.206

=====

What is the total charge in the third record? 0